The following is a quantum chemistry calculation of a cluster of 11 separate species, H22O11 in total, from the Open Molecules 2025 dataset.

Each line ends with the natural charge from an NBO analysis.
Positions of all 33 atoms, in Å:
O1 0.948 -2.684 -2.274  -0.985
O2 -0.692 -3.121 -0.223  -0.991
O3 -2.196 0.574 2.489  -0.973
O4 -0.031 2.600 -1.378  -0.966
O5 0.963 -1.683 2.432  -0.954
O6 -2.378 2.074 0.310  -0.965
O7 -1.692 -0.023 -2.952  -0.946
O8 0.681 2.535 1.582  -0.966
O9 2.925 0.619 2.239  -0.968
O10 1.708 -0.051 -2.140  -0.985
O11 -0.387 -0.413 0.006  -0.987
H1 -2.817 -0.154 2.508  0.463
H2 0.190 2.558 0.760  0.482
H3 -0.051 -0.353 0.900  0.503
H4 2.381 0.467 -2.583  0.471
H5 -2.034 -0.897 -2.763  0.470
H6 -1.501 1.896 -0.028  0.492
H7 0.364 -0.198 -0.548  0.501
H8 -0.995 0.106 -2.308  0.476
H9 -2.241 0.905 1.592  0.492
H10 0.746 -1.594 3.360  0.486
H11 0.779 2.409 -1.850  0.492
H12 0.267 -2.800 -1.612  0.500
H13 1.833 -2.082 2.427  0.480
H14 -2.759 2.685 -0.320  0.485
H15 -0.483 3.242 -1.926  0.484
H16 2.348 -0.145 2.238  0.463
H17 2.398 1.318 1.851  0.492
H18 1.954 -0.960 -2.312  0.512
H19 0.009 2.462 2.261  0.485
H20 -1.003 -3.553 0.572  0.484
H21 -0.607 -2.199 0.023  0.501
H22 1.374 -3.539 -2.334  0.471

Its SMILES is O.O.O.O.O.O.O.O.O.O.O. As for the molecular weight: 198.17 u.

=====

The following is a quantum chemistry calculation of a cluster of 11 separate species, H22O11 in total, from the Open Molecules 2025 dataset.

Each line ends with the natural charge from an NBO analysis.
Positions of all 33 atoms, in Å:
O1 -0.361 -0.019 0.137  -0.997
O2 0.416 1.109 -2.224  -0.973
O3 -1.969 2.153 -0.977  -0.968
O4 -0.693 -2.678 -2.556  -0.967
O5 1.746 -0.891 1.775  -0.976
O6 0.600 -3.103 0.815  -0.943
O7 -2.480 0.798 1.824  -0.964
O8 -2.071 -2.003 0.070  -1.005
O9 0.450 1.900 3.028  -0.939
O10 0.546 3.792 -1.394  -0.950
O11 4.053 -0.917 0.619  -0.961
H1 -1.586 -2.791 0.284  0.477
H2 3.285 -0.587 1.017  0.488
H3 0.090 0.333 -0.692  0.519
H4 -0.421 1.349 -2.709  0.509
H5 0.005 2.256 2.229  0.478
H6 1.379 -1.718 1.426  0.492
H7 0.862 -3.864 1.285  0.491
H8 0.354 2.874 -1.297  0.478
H9 0.119 4.097 -2.183  0.465
H10 1.277 -0.744 2.581  0.481
H11 4.034 -0.780 -0.323  0.458
H12 1.150 -3.038 0.038  0.495
H13 -2.877 1.995 -0.918  0.478
H14 -3.236 0.952 1.223  0.466
H15 -1.570 2.340 -0.105  0.490
H16 0.166 1.019 3.224  0.464
H17 0.372 -0.357 0.605  0.492
H18 -1.444 -1.207 0.028  0.489
H19 -1.674 0.727 1.263  0.483
H20 1.130 1.278 -2.852  0.498
H21 -1.131 -2.082 -1.901  0.493
H22 -0.525 -2.189 -3.348  0.463

Its SMILES is O.O.O.O.O.O.O.O.O.O.O. As for the molecular weight: 198.17 u.

=====

The following is a quantum chemistry calculation of a cluster of 11 separate species, H22O11 in total, from the Open Molecules 2025 dataset.

Each line ends with the natural charge from an NBO analysis.
Positions of all 33 atoms, in Å:
O1 -0.276 -0.915 2.577  -0.944
O2 2.687 0.267 2.227  -0.964
O3 1.484 2.557 1.031  -0.966
O4 1.599 -2.957 2.484  -0.955
O5 -1.160 0.407 -3.362  -0.970
O6 0.011 -0.591 -0.611  -0.957
O7 1.759 0.408 -3.511  -0.982
O8 -2.200 0.619 1.628  -0.954
O9 -1.009 -3.163 -1.074  -0.939
O10 0.714 2.668 -2.635  -0.938
O11 -2.820 0.830 -1.135  -0.969
H1 1.682 1.677 1.353  0.484
H2 0.814 0.327 -3.642  0.488
H3 -1.379 0.421 2.080  0.476
H4 -0.862 -2.297 -0.693  0.482
H5 -2.873 0.189 2.155  0.466
H6 0.900 -2.306 2.547  0.473
H7 -1.456 1.259 -3.681  0.456
H8 0.198 -0.661 0.326  0.470
H9 0.617 0.080 -0.926  0.491
H10 1.506 -3.485 3.277  0.465
H11 1.864 1.221 -3.016  0.476
H12 -0.946 -1.461 2.989  0.489
H13 -1.539 -3.624 -0.424  0.449
H14 2.804 -0.579 1.794  0.496
H15 -0.005 2.826 -3.246  0.471
H16 -2.269 0.869 -0.353  0.505
H17 2.774 0.072 3.160  0.479
H18 2.341 2.944 0.850  0.473
H19 -1.727 0.220 -2.613  0.507
H20 0.295 2.285 -1.864  0.478
H21 -0.053 -0.265 3.243  0.493
H22 -3.473 0.159 -0.936  0.471

Its SMILES is O.O.O.O.O.O.O.O.O.O.O. As for the molecular weight: 198.17 u.

=====

Result set for energy relative to the best compared isomer or geometry (same formula, charge and spin): 85.1; 194.2; 181.7 kJ/mol, one per record in the order listed.